Entry 1:
Here is one molecule with the formula C4H6N2OS from the Open Molecules 2025 dataset. Energies are from wB97M-V/def2-TZVPD.

## Properties
Energy relative to the best compared isomer or geometry (same formula, charge and spin) = 3.9196 eV
F_max = 4.138 eV/Å
SMILES = O[C@@H](S)n1cccn1
Orbital gap = 9.76 eV
Charge = 0

Geometry as XYZ:
```
14
Properties=species:S:1:pos:R:3:forces:R:3
C -1.470777 -1.694131 0.347387 -2.160 -2.328 2.210
C -0.238504 -2.045883 -0.181021 0.193 -2.588 -1.996
C -1.373989 -0.377930 0.574587 -1.883 3.586 -0.850
C 0.731772 1.636516 -0.007025 -1.078 -2.432 -0.580
N 0.493951 -0.999424 -0.436516 0.438 1.846 0.344
N -0.216131 0.089382 0.011141 1.688 0.534 -0.231
O 1.239954 1.817377 1.216492 1.750 -1.717 1.359
S 2.049058 1.417090 -1.155247 0.289 -0.009 -0.612
H -2.359158 -2.292962 0.776980 1.792 0.784 -1.205
H 0.040181 -3.039206 -0.657451 -0.139 1.384 1.094
H -2.293776 0.261020 0.736873 1.671 -0.430 0.375
H 0.090385 2.448894 -0.356946 -0.387 -0.502 0.643
H 1.980810 1.100220 1.376315 -2.146 1.973 -0.380
H 1.326223 1.679038 -2.245569 -0.030 -0.099 -0.170
```
Forces are in eV/Å.



Entry 2:
Here is one molecule with the formula C25H31N3O2 from the Open Molecules 2025 dataset. Energies are from wB97M-V/def2-TZVPD.

## Properties
Energy relative to the best compared isomer or geometry (same formula, charge and spin) = 0.0000 eV
F_max = 0.632 eV/Å
SMILES = O=C(NCCN1CCCc2ccccc21)[C@@H]1CCC(=O)N(CCc2ccccc2)C1
Orbital gap = 8.52 eV
Charge = 0

Geometry as XYZ:
```
61
Properties=species:S:1:pos:R:3:forces:R:3
O -0.636854 -0.067767 2.711976 -0.121 0.096 0.515
C -0.211322 -0.263927 1.590764 0.029 -0.323 -0.543
N 0.650780 0.570910 0.978403 0.227 0.233 -0.168
H 1.037176 0.300384 0.087972 -0.174 -0.085 0.019
C 1.319987 1.647949 1.666307 0.257 0.013 0.270
H 0.777785 1.830272 2.596092 0.014 0.085 -0.100
H 1.284825 2.548477 1.046114 -0.002 0.024 0.067
C 2.783680 1.274272 1.984177 -0.493 0.098 0.134
N 3.538840 0.905665 0.810162 0.123 0.148 0.024
C 3.334185 -0.333839 0.216084 0.210 -0.431 -0.189
C 3.149234 -1.480263 0.999991 0.001 -0.053 0.074
C 2.968326 -2.721869 0.427977 -0.011 0.041 0.058
C 2.971929 -2.865632 -0.949575 -0.013 -0.075 -0.208
C 3.167360 -1.745844 -1.735798 -0.016 -0.209 0.149
C 3.348357 -0.486925 -1.182009 -0.017 0.144 0.008
C 3.537164 0.691248 -2.100505 -0.049 0.172 -0.007
C 3.217486 1.995867 -1.384106 0.266 -0.074 0.021
C 3.964912 1.989191 -0.052542 -0.001 0.125 -0.247
H 3.826035 2.933475 0.475946 0.042 -0.064 0.025
H 5.037200 1.868988 -0.253180 -0.032 0.136 -0.018
H 3.527912 2.851712 -1.984495 -0.053 0.029 -0.006
H 2.142164 2.075495 -1.209298 -0.067 0.060 0.015
H 2.905642 0.571849 -2.983879 0.058 -0.024 -0.001
H 4.575909 0.712816 -2.445809 -0.028 0.050 -0.047
H 3.171707 -1.841030 -2.812828 -0.004 0.004 -0.118
H 2.827433 -3.833810 -1.403171 -0.005 -0.100 -0.045
H 2.831883 -3.584412 1.063955 -0.008 -0.067 0.070
H 3.157824 -1.404417 2.075666 -0.001 0.028 0.098
H 2.782957 0.448715 2.695167 0.013 0.105 0.040
H 3.276087 2.124806 2.461824 0.002 -0.084 0.031
C -0.585576 -1.502659 0.773441 -0.226 0.056 0.249
C -1.925478 -2.078691 1.270185 0.377 -0.226 0.238
N -3.044125 -1.702921 0.440572 -0.163 0.220 0.211
C -2.994115 -1.898035 -0.895265 0.290 -0.340 -0.216
O -3.946915 -1.751099 -1.635909 -0.244 0.045 -0.330
C -1.603893 -2.260282 -1.379988 -0.011 0.212 -0.149
C -0.619076 -1.279048 -0.742615 0.093 -0.172 -0.038
H -0.958682 -0.264304 -0.967832 0.045 0.025 -0.016
H 0.374115 -1.422372 -1.174216 0.022 0.090 0.008
H -1.588674 -2.184407 -2.466968 -0.096 -0.054 0.074
H -1.356099 -3.286095 -1.099914 0.010 -0.079 -0.002
C -4.235881 -1.159715 1.052907 -0.243 0.172 0.024
H -5.023530 -1.226510 0.299888 0.035 -0.038 0.167
H -4.518201 -1.772832 1.914836 -0.031 0.017 -0.081
C -4.037471 0.298299 1.494363 -0.073 -0.200 -0.040
C -3.516021 1.165106 0.379442 0.021 0.056 0.129
C -4.154007 1.218515 -0.854335 0.004 0.046 -0.005
C -3.636297 1.985794 -1.881743 -0.073 -0.004 -0.077
C -2.479606 2.722369 -1.689632 0.096 0.077 -0.060
C -1.852856 2.697739 -0.456278 0.080 0.090 -0.046
C -2.369342 1.925425 0.569771 -0.040 0.022 -0.001
H -1.878439 1.913003 1.531398 0.054 -0.053 0.127
H -0.959229 3.283760 -0.290976 0.077 0.047 0.015
H -2.073569 3.317826 -2.494839 0.022 0.046 -0.060
H -4.137003 2.005877 -2.838298 -0.047 -0.007 -0.084
H -5.052960 0.647175 -1.024270 -0.074 -0.117 -0.027
H -4.999837 0.680194 1.845332 0.005 -0.013 0.094
H -3.334244 0.334944 2.328806 -0.038 0.032 0.049
H -1.859554 -3.173945 1.310621 0.039 0.108 0.071
H -2.099491 -1.711908 2.283951 0.007 -0.112 -0.121
H 0.199460 -2.233535 1.006153 -0.062 0.047 -0.023
```
Forces are in eV/Å.



Entry 3:
Here is a 3-piece molecular cluster, C4H14NO3 overall from the Open Molecules 2025 dataset. Energies are from wB97M-V/def2-TZVPD.

## Properties
Energy relative to the best compared isomer or geometry (same formula, charge and spin) = 1.5551 eV
2S+1 = 2
Expectation value of S² = 0.757
F_max = 2.578 eV/Å
Orbital gap (spin up / spin down) = 9.90 / 6.50 eV
Charge = 0

Geometry as XYZ:
```
22
Properties=species:S:1:pos:R:3:forces:R:3
O -0.104171 0.383173 -0.558362 -0.344 -1.345 -0.361
C -1.159683 -0.287535 -0.893097 -0.716 -0.152 -1.165
C -2.454820 0.222533 -0.133522 -2.002 -0.592 1.403
N -3.612380 -0.526411 -0.547953 0.710 -0.643 -0.155
C 6.200305 -0.657314 0.152718 -1.275 0.276 0.477
C -2.165272 -0.069026 1.399114 0.653 0.330 -2.472
H -1.525170 -0.124453 -1.945016 0.476 0.544 0.144
H -2.652478 1.267610 -0.333651 0.500 0.272 0.123
H -4.531678 -0.171621 -0.743582 0.438 0.534 -0.215
H 7.038438 -0.031676 0.425049 0.344 -0.057 -0.309
H 5.675364 -0.899246 1.081972 0.231 -0.310 -0.038
H 5.450698 -0.084974 -0.400100 0.336 0.112 -0.195
H 6.423863 -1.558241 -0.404993 0.361 -0.020 0.065
H -1.112218 0.180577 1.476284 0.015 0.545 0.921
H -2.884337 0.521949 1.949462 0.173 -0.204 0.514
H -2.215014 -1.142004 1.474267 -0.505 -0.270 0.541
H -0.459785 1.923654 -0.143383 0.081 1.109 0.384
H -0.219968 3.360766 0.549839 0.184 -0.290 -0.121
O -0.875800 2.765112 0.180335 -0.262 -0.188 -0.157
H -0.245463 -1.940050 -0.805500 0.034 -0.463 0.104
H -3.385000 -1.408337 -0.975860 -0.364 -0.188 0.223
O -1.185429 -1.724485 -0.804018 0.929 1.002 0.288
```
Forces are in eV/Å.



Q: Which of these has the highest energy relative to the best compared isomer or geometry (same formula, charge and spin)?
A: C4H6N2OS